1.
Molecular formula: C30H73N8O6
Method: DFT, ωB97M-V/def2-TZVPD

Frontier orbital gap (eV): 6.28
Charge: +1
F_max (eV Å⁻¹): 1.909

Each line ends with the Mulliken charge.
Geometry (Å):
C (3.350, -3.047, -0.429)  0.934
C (2.749, -2.512, -1.304)  -2.544
C (2.081, -1.796, -2.395)  0.476
C (0.651, -2.299, -2.773)  -0.678
N (0.121, -1.108, -3.458)  0.320
O (0.736, -0.963, -4.728)  -0.439
C (0.560, -0.091, -2.543)  -1.096
N (-0.197, 0.951, -2.191)  0.208
N (1.764, -0.376, -2.042)  1.171
C (2.807, 0.693, -1.892)  0.071
C (3.042, 0.973, -0.399)  -1.567
C (4.092, 0.269, -2.598)  -0.802
C (5.162, 1.362, -2.591)  -0.394
C (6.526, 0.767, -3.006)  -1.291
H (4.015, -3.434, 0.323)  0.743
H (2.687, -1.898, -3.297)  0.523
H (0.014, -2.444, -1.904)  0.407
H (0.694, -3.121, -3.481)  0.407
H (1.534, -0.409, -4.687)  0.338
H (-0.566, 1.606, -2.877)  -0.038
H (-0.548, 1.063, -1.241)  0.231
H (2.422, 1.614, -2.336)  0.272
H (3.649, 0.181, 0.044)  0.341
H (3.490, 1.952, -0.252)  0.490
H (2.084, 0.967, 0.129)  0.323
H (3.863, 0.038, -3.647)  0.344
H (4.509, -0.635, -2.144)  0.457
H (4.912, 2.163, -3.292)  0.355
H (5.262, 1.795, -1.595)  0.314
H (6.365, -0.146, -3.590)  0.335
H (7.105, 0.464, -2.134)  0.328
H (7.092, 1.440, -3.645)  0.373
C (-3.387, 1.837, -6.833)  -1.471
C (-2.547, 1.003, -5.872)  0.405
C (-2.998, 1.078, -4.406)  -0.579
O (-2.613, 2.266, -3.736)  -0.270
C (-3.467, 3.379, -3.963)  -0.575
N (-1.141, 1.386, -6.016)  -0.622
H (-3.167, 2.901, -6.747)  0.222
H (-3.175, 1.546, -7.861)  0.375
H (-4.454, 1.691, -6.655)  0.367
H (-2.646, -0.044, -6.175)  0.486
H (-2.505, 0.268, -3.858)  0.164
H (-4.079, 0.915, -4.317)  0.518
H (-4.509, 3.064, -4.060)  0.309
H (-3.162, 3.932, -4.851)  0.065
H (-3.382, 4.050, -3.109)  0.262
H (-0.581, 0.761, -5.449)  0.181
H (-1.024, 2.295, -5.573)  0.242
C (-1.870, -1.109, 1.361)  -1.576
C (-0.712, -0.283, 1.918)  1.149
C (-0.120, -0.852, 3.208)  -0.767
O (-0.892, -0.629, 4.362)  -0.457
C (-1.947, -1.553, 4.585)  -0.437
N (-1.153, 1.109, 2.054)  -0.643
H (-2.785, -0.955, 1.929)  0.361
H (-2.090, -0.823, 0.331)  0.287
H (-1.636, -2.175, 1.372)  0.396
H (0.101, -0.299, 1.182)  -0.193
H (0.834, -0.348, 3.391)  0.391
H (0.103, -1.920, 3.083)  0.284
H (-1.681, -2.561, 4.257)  0.288
H (-2.861, -1.225, 4.085)  0.159
H (-2.148, -1.576, 5.655)  0.167
H (-0.364, 1.686, 2.335)  0.288
H (-1.793, 1.163, 2.842)  0.311
C (-6.238, -2.282, 9.424)  -1.393
C (-5.194, -3.335, 9.066)  0.252
C (-4.319, -2.955, 7.863)  -0.581
O (-4.946, -3.102, 6.601)  -0.400
C (-5.767, -2.016, 6.214)  -0.699
N (-5.865, -4.624, 8.886)  -0.716
H (-7.076, -2.289, 8.728)  0.287
H (-6.642, -2.481, 10.416)  0.349
H (-5.804, -1.280, 9.432)  0.343
H (-4.519, -3.432, 9.922)  0.411
H (-3.463, -3.635, 7.841)  0.323
H (-3.915, -1.939, 7.975)  0.393
H (-5.365, -1.059, 6.561)  0.309
H (-6.789, -2.133, 6.579)  0.276
H (-5.805, -2.002, 5.125)  0.263
H (-5.171, -5.354, 8.756)  0.272
H (-6.368, -4.596, 8.004)  0.309
C (-0.412, 6.964, -4.453)  -1.506
C (0.428, 5.873, -5.108)  0.110
C (1.046, 6.288, -6.449)  -0.677
O (0.143, 6.295, -7.532)  -0.381
C (-0.636, 7.470, -7.677)  -0.643
N (-0.387, 4.657, -5.232)  -0.386
H (-1.377, 7.084, -4.945)  0.289
H (-0.611, 6.711, -3.411)  0.346
H (0.104, 7.925, -4.472)  0.387
H (1.259, 5.650, -4.431)  0.388
H (1.809, 5.549, -6.714)  0.329
H (1.554, 7.257, -6.365)  0.449
H (-0.072, 8.360, -7.386)  0.305
H (-1.559, 7.418, -7.095)  0.228
H (-0.905, 7.554, -8.728)  0.263
H (0.202, 3.906, -5.582)  0.246
H (-1.048, 4.819, -5.989)  0.235
C (3.031, -3.368, 4.100)  -1.145
C (3.585, -4.716, 3.653)  0.422
C (4.088, -5.594, 4.804)  -0.774
O (5.340, -5.208, 5.328)  -0.382
C (5.308, -4.175, 6.296)  -0.636
N (4.635, -4.495, 2.645)  -0.569
H (3.822, -2.669, 4.374)  0.239
H (2.464, -2.916, 3.284)  0.042
H (2.358, -3.474, 4.952)  0.372
H (2.766, -5.260, 3.172)  0.323
H (4.233, -6.607, 4.420)  0.364
H (3.340, -5.658, 5.605)  0.420
H (4.413, -4.241, 6.921)  0.300
H (5.357, -3.185, 5.834)  0.229
H (6.186, -4.294, 6.929)  0.264
H (4.934, -5.394, 2.277)  0.282
H (5.453, -4.149, 3.141)  0.273



2.
Molecular formula: C30H74O3
Method: DFT, ωB97M-V/def2-TZVPD

Frontier orbital gap (eV): 8.85
F_max (eV Å⁻¹): 12.489
Relative energy (zero: lowest compared OMol25 entry of this formula, charge and spin) (eV): 13.8966

Each line ends with the Mulliken charge.
Geometry (Å):
C (0.407, 92.143, 30.153)  -3.233
C (0.537, 90.609, 30.207)  1.001
C (-0.533, 89.833, 29.629)  -0.940
C (-0.316, 88.376, 29.798)  -0.555
C (-1.474, 87.585, 29.047)  -1.055
C (-1.045, 86.056, 29.037)  -1.242
H (1.235, 92.722, 30.542)  -0.145
H (-0.450, 92.506, 30.540)  0.554
H (0.302, 92.269, 29.193)  1.097
H (0.592, 90.415, 31.213)  0.703
H (1.518, 90.363, 29.744)  0.281
H (-0.633, 90.135, 28.626)  0.054
H (-1.544, 90.145, 29.867)  0.501
H (-0.093, 88.165, 30.909)  0.925
H (0.512, 88.070, 29.313)  0.210
H (-1.438, 87.819, 28.012)  0.177
H (-2.380, 87.836, 29.455)  0.662
H (-0.948, 85.771, 30.021)  0.361
H (-0.160, 85.957, 28.377)  0.269
H (-1.811, 85.424, 28.357)  0.317
C (5.885, 87.833, 38.409)  -1.205
C (5.221, 86.633, 37.701)  -0.066
C (4.518, 86.989, 36.434)  -0.689
C (3.830, 85.790, 35.785)  -1.325
C (2.802, 86.167, 34.568)  0.108
C (2.056, 85.132, 34.122)  -1.515
H (6.461, 87.486, 39.413)  0.285
H (5.084, 88.677, 38.652)  0.269
H (6.624, 88.305, 37.778)  0.371
H (4.353, 86.246, 38.317)  0.266
H (6.260, 86.118, 37.445)  0.195
H (5.355, 87.365, 35.870)  0.293
H (3.728, 87.634, 36.581)  0.456
H (3.283, 85.376, 36.548)  0.388
H (4.490, 85.037, 35.430)  0.625
H (3.362, 86.647, 33.841)  0.608
H (2.174, 86.934, 35.232)  -0.697
H (2.560, 84.374, 33.804)  0.779
H (1.154, 85.532, 33.372)  0.276
H (1.544, 84.693, 35.093)  0.263
C (6.274, 95.549, 34.053)  -1.821
C (5.046, 95.862, 33.278)  -0.391
C (4.172, 94.648, 33.063)  -0.395
C (2.827, 94.953, 32.298)  -0.829
C (1.888, 93.800, 32.519)  -1.307
C (2.154, 92.688, 31.468)  -1.434
H (5.956, 95.429, 35.005)  0.434
H (7.070, 96.136, 33.820)  0.469
H (6.741, 94.806, 33.737)  0.600
H (5.237, 96.308, 32.276)  0.335
H (4.378, 96.561, 33.787)  0.283
H (3.966, 94.283, 34.106)  0.182
H (4.492, 93.906, 32.347)  0.306
H (2.822, 95.385, 31.215)  0.350
H (2.477, 95.813, 32.850)  0.464
H (0.849, 93.911, 32.219)  0.438
H (1.966, 93.273, 33.249)  0.669
H (2.951, 92.100, 31.634)  1.070
H (2.382, 92.886, 30.409)  0.372
H (1.394, 92.018, 31.534)  0.585
C (-5.036, 85.878, 37.303)  -1.119
C (-3.684, 85.429, 36.995)  -0.202
C (-2.707, 86.630, 36.870)  -0.808
C (-1.489, 86.225, 36.137)  -0.268
C (-0.445, 87.414, 35.917)  -1.231
C (0.834, 87.027, 35.332)  0.378
H (-5.330, 86.971, 36.843)  0.229
H (-5.354, 86.004, 38.242)  0.408
H (-6.156, 85.208, 37.100)  0.226
H (-3.415, 84.701, 36.076)  0.280
H (-3.315, 84.801, 37.804)  0.270
H (-2.334, 87.217, 37.745)  0.304
H (-3.175, 87.377, 36.311)  0.383
H (-1.574, 85.907, 34.965)  0.214
H (-0.946, 85.401, 36.599)  0.349
H (-0.495, 88.011, 36.844)  0.471
H (-0.845, 88.378, 35.387)  0.394
H (0.885, 86.771, 34.228)  -0.475
H (1.250, 86.160, 35.912)  0.001
H (1.601, 87.858, 35.377)  0.450
C (1.419, 87.627, 31.678)  -0.333
C (2.746, 88.353, 31.322)  -0.149
O (3.143, 88.182, 30.009)  -0.660
H (1.189, 87.636, 32.599)  0.315
H (1.416, 86.534, 31.468)  0.458
H (0.580, 88.265, 31.223)  -0.978
H (3.460, 88.193, 32.036)  0.906
H (2.491, 89.538, 31.566)  -0.495
H (3.924, 87.683, 30.064)  0.496
C (6.559, 85.001, 31.049)  -0.685
C (6.765, 86.428, 30.735)  -0.454
O (5.666, 87.071, 29.983)  -0.428
H (6.048, 84.261, 30.217)  0.242
H (5.683, 84.815, 31.886)  0.002
H (7.456, 84.445, 31.422)  0.346
H (7.635, 86.356, 29.884)  0.223
H (7.182, 86.994, 31.428)  0.474
H (5.904, 86.698, 29.241)  0.233
C (0.021, 89.595, 26.309)  -1.155
C (1.052, 88.743, 27.134)  1.362
O (2.154, 89.503, 27.579)  -0.550
H (-0.182, 90.544, 26.782)  0.310
H (-0.893, 88.939, 26.070)  0.299
H (0.429, 89.884, 25.251)  0.321
H (1.377, 87.933, 26.588)  0.525
H (0.514, 88.256, 27.807)  -1.128
H (2.326, 89.215, 28.372)  0.240



no.,electronic energy (eV)
1,-56486.9712
2,-38425.2432